1.
DFT (wB97M-V/def2-TZVPD) results for C29H64IN4O12P4SSi as an isolated structure at a distorted geometry.

XYZ file:
```
116
Properties=species:S:1:pos:R:3:forces:R:3
C -1.85455 -4.65171 1.51074 0.02 0.08 0.00
O -0.72541 -4.12651 0.86458 -0.26 0.02 0.03
C -0.97279 -2.78001 0.44084 0.60 -0.81 0.17
C 0.35895 -2.06803 0.28665 -0.53 0.46 -0.40
C 0.23179 -0.94754 -0.74853 0.32 -0.21 -0.02
C 1.48461 -0.07781 -0.86071 -0.36 0.22 0.65
C 1.55013 1.04754 0.19742 -0.18 -0.07 -0.52
C 1.11341 2.41916 -0.36742 0.85 0.46 0.37
C 0.12845 3.15810 0.53136 -0.49 -0.51 0.01
C -1.28688 2.55169 0.48386 0.72 0.04 0.55
C -1.98502 2.86001 1.80825 -0.16 0.65 -0.56
C -3.50166 2.62220 1.84867 0.50 -0.56 -0.04
C -4.03701 1.15438 1.89323 -0.99 -0.76 -0.30
P -2.79564 0.15470 2.83466 1.42 0.23 -0.22
O -1.52447 -0.13965 2.15470 -0.04 0.00 -0.14
C -4.33517 0.54485 0.49649 0.46 -0.32 -0.18
N -3.12668 0.11020 -0.23707 -0.45 0.34 -0.16
C -3.04519 0.55203 -1.37358 -0.11 0.06 -0.44
O -2.99859 0.96610 -2.45729 0.32 -0.23 0.40
C -5.32358 -0.64926 0.53417 0.16 0.30 0.14
C -5.69576 -1.22400 1.89858 -0.23 -0.30 -1.07
N -6.84676 -2.11145 1.69595 1.07 -0.01 0.18
C -6.55601 -3.22603 1.29110 -0.08 -0.21 -0.02
S -6.11972 -4.61327 0.78547 -0.15 -0.25 -0.09
N -6.02620 -0.13208 2.92838 -0.61 -1.35 -0.28
I -8.18360 -0.18347 3.10289 -0.77 0.88 -0.07
P -5.57755 -0.65668 4.64658 -0.60 0.11 1.97
N -6.70178 -0.32812 5.64699 0.50 -0.13 0.18
C -5.46634 1.22413 2.54674 0.95 0.96 0.68
C -6.43826 2.11674 1.78186 -0.25 0.70 -0.67
C -7.23221 3.06235 2.70237 0.20 -0.56 0.10
O -8.46678 3.38632 2.12155 0.17 -0.04 0.71
Si -9.79207 3.63801 3.13727 -1.04 0.63 -0.61
C -10.73937 5.07351 2.39970 0.40 -0.09 0.56
C -9.34127 4.10904 4.88393 0.46 -0.81 -0.06
C -10.87992 2.10113 3.05146 0.62 -0.25 -0.12
H -1.92534 -4.24619 2.52894 -0.13 -0.02 0.06
H -2.77580 -4.39932 0.96816 -0.06 -0.03 -0.03
H -1.78753 -5.73538 1.56796 0.17 -0.04 -0.01
H -1.50861 -2.83003 -0.51512 -0.14 0.16 0.00
H -1.58728 -2.29722 1.20384 -0.07 0.25 -0.17
H 0.63518 -1.64931 1.25408 0.27 -0.09 0.02
H 1.11482 -2.76559 -0.07012 0.05 -0.15 0.23
H -0.65424 -0.36282 -0.49009 0.09 0.19 -0.12
H 0.06218 -1.40297 -1.72833 -0.21 -0.09 0.02
H 2.37884 -0.69066 -0.75343 -0.03 -0.18 -0.26
H 1.49957 0.37441 -1.85110 0.25 0.00 -0.06
H 0.93546 0.82419 1.07443 -0.05 -0.30 -0.05
H 2.57870 1.09040 0.55118 0.01 0.27 0.11
H 2.01364 3.03718 -0.41096 0.00 0.07 -0.21
H 0.77927 2.33226 -1.40199 -0.32 -0.02 0.04
H 0.47007 3.00892 1.55991 0.19 0.23 0.04
H 0.08727 4.23282 0.35127 0.10 0.04 -0.11
H -1.86842 2.97099 -0.34115 0.02 -0.10 -0.14
H -1.13505 1.48509 0.35091 -0.37 -0.09 -0.04
H -1.86553 3.94376 1.91388 -0.16 0.05 0.24
H -1.43394 2.44810 2.65270 -0.06 -0.26 0.00
H -3.89734 3.07530 0.94020 -0.18 0.16 0.09
H -3.90393 3.13821 2.72279 -0.10 0.12 -0.05
H -2.55438 0.93443 3.98958 -0.63 -0.12 0.19
H -3.35913 -1.06035 3.29619 -0.38 0.28 0.14
H -4.81094 1.33088 -0.09046 -0.12 0.15 0.20
H -6.24409 -0.41847 -0.00088 -0.07 0.18 0.08
H -4.85586 -1.45977 -0.02174 -0.02 -0.13 0.06
H -4.89214 -1.87367 2.24151 0.25 0.48 0.50
H -5.26321 -2.02546 4.61745 0.44 0.12 -0.73
H -4.47327 0.11440 5.02007 0.26 0.01 -0.89
H -7.06172 -1.14313 6.12973 -0.46 0.14 -0.09
H -5.28998 1.74670 3.49371 -0.19 -0.21 0.20
H -7.10428 1.57889 1.10970 -0.19 -0.23 0.28
H -5.91824 2.78298 1.09668 0.39 -0.21 0.02
H -6.64346 3.96534 2.89429 0.05 0.04 -0.09
H -7.32588 2.55668 3.67128 -0.27 0.13 0.09
H -10.61761 5.15459 1.32311 -0.18 0.04 -0.07
H -10.34846 5.97193 2.88272 0.09 0.16 -0.26
H -11.78786 5.03477 2.69281 -0.12 -0.11 -0.24
H -10.24855 4.17095 5.48427 -0.09 0.18 -0.04
H -8.74447 3.31072 5.33607 0.03 0.04 0.15
H -8.76853 5.03034 4.96400 -0.09 0.13 -0.04
H -10.87882 1.50986 3.96873 -0.22 0.07 0.11
H -10.47989 1.45919 2.25920 -0.04 0.01 -0.10
H -11.89370 2.34471 2.74294 -0.13 0.02 0.23
C 5.14863 0.91957 -5.16804 -0.76 0.40 -0.19
O 5.44082 -0.47176 -5.22190 -0.64 -2.29 -0.95
P 5.51939 -1.43204 -3.89330 3.34 4.42 4.31
O 4.97419 -0.52910 -2.84380 -0.53 -0.33 -0.29
O 7.13159 -1.52342 -4.02007 0.04 -0.84 0.25
C 7.91128 -0.34946 -3.81702 0.10 0.29 -0.44
O 5.51966 -2.81109 -2.98095 -1.69 -1.11 -2.92
C 5.87845 -4.07310 -3.58015 0.21 -0.08 0.11
H 4.34183 1.14027 -5.86774 0.02 -0.04 -0.01
H 4.86222 1.26044 -4.17850 0.04 -0.23 0.10
H 6.04565 1.44613 -5.49621 0.06 -0.14 0.01
H 7.42213 0.33882 -3.12646 -0.09 -0.06 0.00
H 8.09688 0.14938 -4.76924 0.00 0.04 0.01
H 8.86781 -0.65528 -3.39981 -0.02 -0.12 -0.05
H 6.92601 -4.06671 -3.88259 -0.02 0.07 -0.02
H 5.24707 -4.29640 -4.43971 -0.01 -0.06 0.02
H 5.72957 -4.84370 -2.82815 -0.06 0.08 0.06
C 12.76737 -1.56075 -1.67680 -0.16 0.52 0.48
O 13.72914 -1.78444 -2.70536 1.59 1.12 -1.01
P 13.32991 -1.82827 -4.26684 -3.61 -3.59 -0.72
O 11.93339 -1.38133 -4.40390 0.25 0.54 0.17
O 13.54595 -3.43412 -4.36752 -0.05 -0.04 -0.56
C 12.56782 -4.29781 -3.80453 0.12 -0.06 0.32
O 13.97517 -1.61027 -5.73244 1.72 1.61 1.85
C 15.37820 -1.87750 -5.94379 0.10 -0.13 -0.15
H 13.11950 -0.75510 -1.03333 0.04 -0.01 -0.05
H 11.78403 -1.30382 -2.06044 0.08 -0.03 -0.25
H 12.70581 -2.47494 -1.08664 0.05 -0.04 -0.09
H 11.57755 -3.84099 -3.82276 0.02 0.04 -0.02
H 12.83763 -4.55865 -2.77837 -0.04 0.01 0.03
H 12.55247 -5.20700 -4.40139 0.03 0.01 -0.02
H 15.58448 -2.93993 -5.81780 -0.08 0.01 0.05
H 15.99706 -1.29599 -5.26145 0.00 0.02 -0.02
H 15.61274 -1.58684 -6.96372 -0.12 0.05 -0.01
```
Forces are in eV/Å.

The gap between HOMO and LUMO comes out at 6.026 eV. The total energy comes out at -125601.4132 eV. The charge is +1. For the HOMO energy, the calculation gives -11.05 eV.

2.
DFT (wB97M-V/def2-TZVPD) results for a 9-piece molecular cluster, C29H64N8O12S overall at a distorted geometry.

XYZ file:
```
114
Properties=species:S:1:pos:R:3:forces:R:3
O 2.39418 -0.73699 -6.17305 0.73 -8.76 0.49
C 2.58554 -2.05200 -6.04369 0.48 2.97 -0.20
C 3.77618 -2.88930 -5.22123 -1.67 -0.26 0.16
C 2.71560 -3.72878 -4.23723 -0.41 2.01 -1.44
C 1.71403 -4.22000 -5.47906 0.28 -0.68 1.36
C 0.11312 -4.39760 -5.17462 1.68 -1.97 -1.52
S -0.80798 -2.81016 -4.79982 -7.34 -1.27 1.59
O -1.26451 -2.85263 -3.32096 2.77 0.22 -4.44
O -2.09863 -2.80452 -5.70863 5.24 0.24 2.29
O 1.74483 -3.18252 -6.55756 1.61 2.72 2.54
H 4.18437 -3.77514 -5.90892 -0.50 2.46 1.18
H 4.57568 -2.20464 -4.70569 -1.72 -1.47 -1.08
H 2.12271 -2.92255 -3.58742 1.53 -2.02 -0.90
H 3.27118 -4.58194 -3.65626 -1.50 1.71 -1.11
H 2.23198 -5.23853 -5.77542 -1.60 2.11 -0.10
H -0.01631 -5.24826 -4.37034 -0.09 2.30 -1.08
H -0.36781 -4.83253 -6.17637 1.01 1.37 2.18
H -0.06534 -1.62924 -5.08957 -0.23 -1.42 0.22
C -1.99597 -1.01243 -1.41838 -0.12 -0.06 0.18
C -2.05188 -0.62122 0.03184 -0.20 0.08 0.67
O -2.72284 -1.24597 0.85038 0.14 0.10 -0.20
N -1.33010 0.46275 0.43548 -0.43 -0.67 -0.06
C -0.48630 1.32420 -0.35812 0.03 0.37 0.37
H -2.62286 -1.89385 -1.58161 0.22 0.29 0.17
H -2.37602 -0.19854 -2.04140 0.18 -0.04 -0.07
H -0.96973 -1.26190 -1.70041 -0.23 0.16 -0.05
H -1.42174 0.65921 1.42573 0.06 -0.02 -0.27
H 0.52245 1.28930 0.06081 0.14 0.07 -0.26
H -0.87198 2.34357 -0.27735 0.27 -0.09 -0.28
H -0.45665 1.02715 -1.40701 -0.05 -0.08 0.22
C 0.01991 5.19622 1.47662 0.27 -0.08 -0.06
C -1.37700 4.95562 0.97655 -0.75 -0.11 -0.25
O -1.60318 4.28953 -0.03125 0.10 0.35 0.22
N -2.41421 5.50019 1.67407 0.66 -0.39 -0.57
C -2.36497 6.30640 2.87052 -0.45 0.00 -0.06
H 0.73397 4.69811 0.81439 -0.28 0.07 0.09
H 0.23891 6.26722 1.47715 0.03 -0.09 0.19
H 0.13503 4.78249 2.48187 0.06 0.19 -0.02
H -3.32107 5.29159 1.27194 0.08 0.12 0.26
H -2.93967 5.79536 3.64695 0.11 0.25 0.14
H -2.83658 7.26747 2.65070 0.08 0.03 0.29
H -1.34523 6.47160 3.21998 -0.14 -0.10 -0.15
C -7.63024 7.72370 0.76474 -0.16 0.13 0.20
C -6.44514 6.80624 0.65021 0.67 -0.51 0.23
O -5.83412 6.40388 1.63776 -0.15 0.20 -0.30
N -6.04855 6.41774 -0.59505 -0.14 0.18 0.73
C -6.62338 6.77298 -1.87068 0.34 -0.28 -0.14
H -7.82097 7.94129 1.81964 0.16 -0.15 -0.24
H -7.42636 8.66599 0.24945 -0.18 -0.10 -0.06
H -8.51830 7.24363 0.34542 0.04 0.19 -0.08
H -5.24414 5.80093 -0.58529 -0.21 0.13 -0.07
H -6.93140 5.85178 -2.37149 -0.14 0.22 -0.20
H -5.84875 7.26213 -2.46656 -0.26 0.06 -0.19
H -7.48142 7.43854 -1.77023 0.18 -0.13 0.08
C -0.82273 -0.96364 4.44138 0.22 0.04 -0.03
C -0.31894 0.33114 5.01501 0.35 0.27 -0.18
O 0.68802 0.88777 4.58295 -0.10 -0.01 0.15
N -1.01205 0.89237 6.04628 0.44 -0.08 -0.41
C -2.20679 0.40534 6.69379 0.04 0.33 0.18
H -0.16383 -1.28185 3.62828 -0.11 0.23 0.16
H -0.82148 -1.74040 5.21056 -0.28 0.14 -0.23
H -1.82927 -0.82842 4.03697 0.00 -0.25 0.12
H -0.60762 1.76192 6.37480 -0.13 -0.23 -0.09
H -2.98263 1.16805 6.59060 -0.19 -0.22 0.12
H -1.98334 0.26373 7.75416 -0.29 -0.15 0.01
H -2.55900 -0.53407 6.26630 0.18 0.13 0.01
C 4.22644 2.48654 -1.75160 0.13 0.04 0.27
C 3.58885 1.41213 -2.58731 -0.34 -0.82 -0.23
O 3.47175 0.25663 -2.18530 0.12 0.42 -0.09
N 3.13142 1.74628 -3.82747 0.21 -0.24 0.68
C 3.17160 3.03256 -4.48148 -0.21 -0.28 -0.29
H 4.53860 2.06372 -0.79226 -0.14 -0.02 -0.29
H 5.11073 2.88116 -2.25885 -0.14 0.15 0.05
H 3.50799 3.28741 -1.55825 0.17 0.07 -0.08
H 2.71637 0.96672 -4.32510 0.12 0.15 -0.02
H 2.14524 3.32470 -4.71716 0.15 0.28 -0.07
H 3.73445 2.92187 -5.41171 -0.03 0.31 0.00
H 3.63689 3.80042 -3.86244 -0.08 -0.21 -0.04
C -2.87483 -5.07347 7.30773 -0.25 0.05 0.11
C -1.84439 -4.51432 6.36706 0.28 0.63 -0.54
O -1.97287 -3.41160 5.83980 -0.09 -0.62 0.44
N -0.73873 -5.26639 6.10101 -0.50 0.46 0.09
C -0.39946 -6.57355 6.61102 0.35 0.10 -0.28
H -3.69401 -4.35689 7.41727 0.28 -0.10 -0.13
H -3.28262 -6.00507 6.90669 0.07 -0.01 0.19
H -2.43117 -5.24347 8.29222 -0.09 -0.17 -0.08
H -0.09448 -4.81879 5.45898 -0.17 -0.14 0.15
H 0.55695 -6.49514 7.13392 -0.08 -0.31 0.10
H -0.28739 -7.25023 5.76018 0.00 -0.22 0.24
H -1.15667 -6.96481 7.29135 0.10 0.16 -0.15
C 2.42333 -4.49581 -9.57711 -0.03 0.32 0.02
C 1.79744 -5.61591 -8.79420 -0.50 -0.32 0.48
O 1.08511 -5.40814 -7.81446 0.21 -0.42 -0.73
N 2.03733 -6.89633 -9.19655 -0.15 0.62 0.36
C 2.83660 -7.35179 -10.30903 -0.13 -0.40 0.15
H 2.13815 -3.53788 -9.13260 -0.02 -0.33 -0.01
H 3.51284 -4.57972 -9.54641 -0.06 0.00 -0.20
H 2.06783 -4.51605 -10.61063 0.21 -0.01 0.02
H 1.57995 -7.59096 -8.61698 0.10 0.17 -0.18
H 2.19284 -7.93526 -10.97192 0.26 0.03 -0.19
H 3.62559 -7.99828 -9.91669 0.11 0.03 -0.31
H 3.28333 -6.52760 -10.86620 -0.14 -0.10 0.17
C 2.74078 1.83443 7.57136 -0.21 0.06 0.00
C 4.13649 2.31523 7.85445 0.45 0.64 0.55
O 4.36305 3.23526 8.63721 -0.15 -0.40 -0.35
N 5.17212 1.70103 7.21484 -0.35 0.31 0.32
C 5.12217 0.61294 6.26749 0.41 0.09 0.03
H 2.02792 2.42266 8.15646 0.31 -0.06 -0.06
H 2.50714 1.96401 6.51135 -0.09 -0.27 0.04
H 2.64001 0.78463 7.85896 -0.07 0.03 -0.22
H 6.07824 2.08358 7.46020 -0.26 -0.10 -0.07
H 5.71049 -0.21476 6.67132 -0.12 -0.17 -0.24
H 5.57865 0.95467 5.33517 -0.14 -0.29 -0.12
H 4.10331 0.27613 6.07311 0.15 0.15 0.07
```
Forces are in eV/Å.

The gap between HOMO and LUMO comes out at 8.322 eV. The total energy comes out at -78434.2790 eV. The SMILES is O=C1CC[C@@H](C[SH](=O)=O)O1.CNC(C)=O.CNC(C)=O.CNC(C)=O.CNC(C)=O.CNC(C)=O.CNC(C)=O.CNC(C)=O.CNC(C)=O. The charge is 0. For the HOMO energy, the calculation gives -8.12 eV.

> The lowest charge belongs to which entry?

C29H64N8O12S